(1)
C32H44Br2Cl2FINO11P2 | ωB97M-V/def2-TZVPD

```
! RIJCOSX wB97M-V def2-TZVPD def2/J DEFGRID3
* xyz 1 1
I 6.943 -2.806 1.166
Br 4.706 -0.557 3.007
Br 2.065 -1.513 3.905
Cl 5.196 -1.312 -0.368
Cl 4.090 -2.908 6.234
P -6.913 7.149 -2.408
P -2.436 4.244 1.082
F 3.904 -5.818 2.832
O 1.379 -3.085 -0.161
O -2.675 3.771 -0.442
O -6.992 8.759 -2.278
O -5.284 7.208 -2.368
O -7.290 6.424 -1.169
O 5.015 -5.164 5.476
O -2.105 5.797 0.648
O -3.721 4.507 1.804
O -8.335 7.035 -3.261
O 0.888 0.702 -0.451
O -2.322 2.686 1.720
N 2.904 -1.753 1.107
C -8.296 7.352 -4.667
C 4.090 -3.410 2.660
C -4.590 6.151 -1.698
C 3.257 -0.480 -2.676
C 1.542 -2.414 1.050
C -1.080 -2.914 -0.108
C 2.289 -1.706 -4.531
C 3.345 -1.026 -3.946
C 2.031 -4.738 3.689
C -2.302 -3.533 -0.312
C 0.029 -4.939 -0.722
C 0.097 -3.617 -0.306
C 6.779 -6.231 -0.168
C -2.550 6.848 1.509
C 2.611 -0.315 0.733
C -3.822 2.963 -0.714
C -2.383 -4.849 -0.742
C 2.079 -0.605 -1.947
C 4.825 -3.444 1.238
C -8.028 9.317 -1.473
C 5.227 -3.631 3.683
C 3.408 -1.999 2.520
C 3.174 -4.678 2.654
C 1.811 -0.058 -0.578
C 1.092 -1.799 -3.825
C -1.196 -5.545 -0.937
C -1.063 2.000 1.601
C 4.894 -4.741 0.355
C 3.973 -2.419 0.290
C 1.005 -1.253 -2.560
C 5.946 -5.760 0.750
C 4.839 -4.064 5.104
H 3.927 -5.229 0.206
H -2.322 6.637 2.551
H 5.918 -2.804 3.832
H -4.264 3.304 -1.646
H -0.760 1.923 0.558
H -7.665 6.644 -5.204
H 3.491 0.325 0.674
H 0.749 -1.707 1.290
H 0.073 -1.348 -2.013
H 0.225 -2.309 -4.226
H -0.290 2.522 2.170
H -4.981 5.180 -1.987
H 1.440 -3.181 1.821
H 2.011 0.089 1.547
H 2.648 -4.684 1.693
H -8.821 9.705 -2.115
H -4.662 6.285 -0.622
H 1.922 -5.775 4.010
H -3.343 -5.312 -0.923
H 2.201 -4.151 4.588
H 7.361 -7.134 -0.043
H -9.309 7.284 -5.054
H 6.839 -5.703 -1.117
H 5.226 -4.406 -0.634
H 4.262 -0.958 -4.521
H -3.620 6.993 1.384
H -1.183 0.996 2.010
H 6.007 -6.149 1.761
H 1.063 -4.447 3.278
H -2.027 7.754 1.206
H -8.447 8.587 -0.782
H 4.101 0.047 -2.259
H 3.674 -2.926 -0.620
H -3.512 1.923 -0.834
H -3.541 6.206 -1.986
H -4.575 3.026 0.070
H -7.601 10.141 -0.905
H -1.212 -6.570 -1.287
H -1.019 -1.877 0.210
H 2.342 -2.166 -5.509
H -7.925 8.369 -4.823
H -3.216 -2.974 -0.153
H 5.832 -4.457 3.317
H 0.936 -5.502 -0.913
*
```

Calculated values
orbital gap	7.586	eV
LUMO level	-3.539	eV
E_HOMO	-11.12	eV
E	-9276.40333	Ha

Atomic partial charges in e from the Mulliken method, atoms 1 to 5:
1 I 0.21
2 Br 0.11
3 Br 0.09
4 Cl -0.10
5 Cl -0.14

(2)
C32H44BrN3P2Ti | ωB97M-V/def2-TZVPD

```
! RIJCOSX wB97M-V def2-TZVPD def2/J DEFGRID3
* xyz 2 3
Br 2.548 -1.039 5.967
Ti 0.059 -0.532 0.617
P -1.043 1.525 1.625
P -0.700 0.156 -1.743
N 4.532 2.078 -4.155
N -0.841 -2.446 0.400
N -2.510 -3.779 0.859
C 0.118 -0.945 -2.971
C 3.720 -0.725 1.934
C 3.789 -0.710 3.331
C 3.637 0.091 -3.199
C -0.038 2.207 -3.704
C -2.534 0.040 -1.961
C 1.346 -1.349 2.079
C -2.120 2.728 0.734
C -0.313 1.895 -2.231
C 3.896 2.829 -3.249
C 4.387 0.750 -4.173
C -0.502 -1.169 -4.355
C 2.184 -0.562 -0.067
C -3.262 3.360 1.518
C -1.397 -4.612 0.722
C -2.141 0.745 2.872
C 2.595 -0.954 4.042
C -2.210 1.446 4.222
C -2.160 -2.500 0.658
C -0.336 -3.764 0.442
C 1.399 -1.326 3.495
C 0.997 -4.182 0.562
C 0.146 -6.330 1.360
C 3.040 0.851 -2.153
C -0.224 3.963 2.908
C 0.203 2.560 2.480
C 2.486 -0.951 1.293
C -3.185 0.734 -3.161
C 2.402 0.151 -1.109
C 3.121 2.277 -2.226
C -1.187 -5.919 1.150
C 1.221 -5.476 1.058
H 0.574 -2.077 1.732
H 1.042 2.647 1.775
H -2.781 0.320 -4.094
H 0.258 -1.903 -2.444
H 0.886 1.734 -4.066
H 2.230 -5.840 1.263
H -1.022 3.950 3.657
H -0.507 -0.240 -4.942
H 1.133 -0.534 -3.063
H -2.539 2.219 -0.145
H -1.461 3.510 0.331
H -2.768 0.820 4.929
H -1.513 -1.593 -4.298
H 4.586 -0.485 1.308
H -3.478 -4.082 0.944
H 0.627 4.502 3.345
H -2.910 4.030 2.311
H 1.816 -3.500 0.341
H -1.772 -0.282 3.011
H 3.968 3.921 -3.328
H 0.515 -1.667 4.041
H 0.553 2.174 -1.611
H 0.350 -7.330 1.774
H -2.717 2.415 4.164
H -0.583 4.552 2.059
H -1.217 1.615 4.648
H -0.879 1.910 -4.343
H 3.514 -0.993 -3.219
H -3.143 0.640 2.427
H -2.722 -1.042 -2.039
H 0.592 1.975 3.326
H 2.619 2.930 -1.510
H 0.075 3.295 -3.823
H -3.877 3.951 0.826
H -2.043 -6.572 1.322
H -1.153 2.509 -1.863
H -4.263 0.518 -3.169
H -3.915 2.615 1.983
H -2.978 0.355 -0.999
H -2.818 -1.645 0.734
H 4.709 -0.531 3.878
H 0.122 -1.887 -4.906
H -3.064 1.826 -3.165
H 4.831 0.152 -4.975
*
```

Calculated values
energy relative to the best compared isomer or geometry (same formula, charge and spin)	0.000	eV
orbital gap (spin up / spin down)	6.344 / 7.896	eV
LUMO level (spin up / spin down)	-6.297 / -6.301	eV
E_HOMO (spin up / spin down)	-12.64 / -14.20	eV
<S²>	2.0134
E	-5515.62367	Ha

Atomic partial charges in e from the Mulliken method, atoms 1 to 5:
1 Br -0.11
2 Ti -1.67
3 P 1.30
4 P 0.41
5 N -0.54

(3)
C32H44N3O3PV | ωB97M-V/def2-TZVPD

```
! RIJCOSX wB97M-V def2-TZVPD def2/J DEFGRID3
* xyz 2 2
V 0.452 0.253 -0.123
P 2.358 -0.333 -1.277
O 1.987 -1.750 -1.913
O 3.764 -0.681 -0.573
O 2.963 0.557 -2.472
N -0.615 1.268 -1.401
N -0.512 -1.192 -0.934
N 3.153 -1.842 3.197
C 4.315 -1.073 3.672
C 2.428 1.401 3.498
C -0.416 -2.475 -0.587
C 2.111 2.046 0.846
C -1.485 3.267 -2.359
C -1.324 0.126 1.890
C -3.227 -0.864 0.766
C 1.892 -1.006 3.102
C 6.170 -0.603 -0.566
C 2.819 -2.406 -2.896
C -2.210 2.522 -3.290
C 2.010 -2.664 -4.155
C -1.323 0.536 -2.286
C 2.625 2.707 3.090
C -2.114 -0.982 1.587
C -1.796 -1.876 -2.847
C 4.889 0.194 -0.374
C -2.120 1.145 -3.260
C -1.659 1.378 1.377
C -1.686 -3.200 -2.476
C 1.829 0.730 1.240
C -0.693 2.597 -1.451
C 3.466 -2.552 1.944
C 2.208 1.079 -3.570
C 2.504 3.024 1.746
C -2.790 1.505 0.578
C -0.978 -3.506 -1.312
C -4.103 -2.041 0.477
C 3.114 1.089 -4.793
C 2.076 0.406 2.582
C -1.216 -0.887 -2.048
C -3.554 0.396 0.267
H 4.124 -0.676 4.667
H 1.681 -1.731 -4.611
H 6.206 -1.470 0.090
H 1.887 2.098 -3.321
H -2.834 3.012 -4.019
H -0.106 3.142 -0.717
H -4.442 0.508 -0.340
H -1.551 4.342 -2.342
H -1.896 -1.942 2.038
H 2.630 -3.205 -4.863
H -0.868 -4.530 -0.992
H 2.732 4.023 1.403
H 4.016 1.661 -4.586
H 2.532 1.158 4.548
H 1.130 -3.259 -3.924
H 2.640 -3.197 1.650
H 4.827 0.603 0.642
H -3.600 -2.979 0.699
H -0.569 0.060 2.662
H 0.152 -2.672 0.320
H -1.116 2.257 1.704
H 2.955 -2.558 3.904
H 3.692 -1.781 -3.107
H 1.480 -0.957 4.112
H 4.841 1.014 -1.092
H -5.002 -1.983 1.090
H 3.151 -3.345 -2.442
H 3.407 0.075 -5.058
H -2.662 0.546 -3.976
H 4.351 -3.173 2.082
H 6.248 -0.954 -1.590
H 1.197 -1.557 2.461
H 3.646 -1.837 1.143
H 7.023 0.035 -0.354
H -4.414 -2.038 -0.565
H -2.314 -1.601 -3.753
H 5.193 -1.715 3.715
H 2.876 3.475 3.805
H 2.070 2.315 -0.212
H -3.107 2.483 0.248
H 1.317 0.461 -3.737
H 2.594 1.541 -5.636
H 4.510 -0.249 2.987
H -2.142 -3.978 -3.069
*
```

Calculated values
energy relative to the best compared isomer or geometry (same formula, charge and spin)	0.968	eV
orbital gap (spin up / spin down)	6.715 / 5.635	eV
LUMO level (spin up / spin down)	-5.575 / -5.731	eV
E_HOMO (spin up / spin down)	-12.29 / -11.37	eV
<S²>	0.8250
E	-2920.63496	Ha

Atomic partial charges in e from the Mulliken method, atoms 1 to 5:
1 V -1.22
2 P 0.88
3 O -0.05
4 O -0.45
5 O -0.36

The highest E belongs to which entry?
C32H44N3O3PV